No. 1
Entry from OMol25: a cluster of 6 separate species, C15H39O7S in total (wB97M-V/def2-TZVPD).

Structure (ORCA input):
```
! wB97M-V def2-TZVPD RIJCOSX def2/J DEFGRID3
* xyz -1 1
C 0.786 -3.567 0.944
H -2.598 -3.800 1.303
H 2.033 -3.001 -0.726
C -0.801 4.796 -1.274
C -4.180 3.310 -1.420
O -2.402 -4.561 0.737
H -1.941 -5.778 2.345
H -2.381 -6.571 0.828
H -2.536 0.656 -0.454
S -5.465 3.761 -2.592
H 0.339 3.032 -0.966
H -1.357 2.763 -1.467
C -4.064 -5.852 1.971
H -4.777 3.927 -3.736
H 6.279 -1.239 -0.809
O -1.671 5.588 -0.580
O 7.396 1.180 -0.382
H -4.222 -6.779 2.527
H 8.350 0.595 -2.126
H 1.603 1.959 1.009
H -3.120 5.573 -2.087
C -3.144 -1.049 0.739
C 7.413 0.420 -1.585
C 0.981 -3.209 -0.516
O -0.109 5.276 -2.147
H 4.051 2.554 1.051
H -3.285 -1.003 2.692
H 2.467 -0.391 -0.281
H -2.783 1.015 1.255
H -4.748 -5.831 1.123
H 0.410 -2.307 -0.752
H -4.314 -5.014 2.624
O 1.247 -2.524 1.805
H -2.759 -1.795 0.043
H 8.026 -1.460 -0.712
O -2.951 -1.627 2.042
H 0.648 -4.010 -1.177
C -2.628 -5.742 1.491
H 7.205 -1.622 -2.270
H -3.434 6.555 -0.657
H 1.353 -4.457 1.217
H -4.878 4.919 -0.081
C -3.935 4.458 -0.435
C 2.370 1.206 0.832
C 7.218 -1.064 -1.333
H 4.411 1.091 0.128
H 8.112 0.872 0.180
H -1.343 0.129 0.744
H 2.557 0.682 1.776
C 3.647 1.848 0.324
H 0.743 -1.732 1.585
H -3.437 4.052 0.459
H -0.277 -3.736 1.109
H -4.600 2.460 -0.875
H -4.213 -0.928 0.544
C -0.695 3.361 -0.834
C -2.411 0.263 0.555
H 6.599 0.813 -2.192
C -3.063 5.582 -0.995
O 1.820 0.303 -0.122
H -0.997 3.269 0.208
H 3.457 2.380 -0.609
*
```

## Properties
- Electronic energy: -41353.2208 eV
- F_max: 0.86 eV Å⁻¹
- HOMO-LUMO gap: 4.3 eV

=====

No. 2
Entry from OMol25: an isolated molecule of C3H2Br2P2 (wB97M-V/def2-TZVPD).

Structure (ORCA input):
```
! wB97M-V def2-TZVPD RIJCOSX def2/J DEFGRID3
* xyz 0 1
Br -5.015 1.028 -0.057
H -0.422 -1.068 0.001
C -1.012 -0.166 0.044
C -2.415 -0.231 0.055
C -3.210 0.818 0.039
P -0.799 3.251 0.139
H 1.113 0.896 -0.018
Br -3.078 -2.123 0.064
P -0.201 1.349 0.034
*
```

## Properties
- Electronic energy: -161800.0991 eV
- F_max: 1.27 eV Å⁻¹
- HOMO-LUMO gap (alpha / beta): 6.1 / 5.6 eV
- Energy above the lowest of the compared OMol25 structures with the same formula, charge and spin: 429.4 kJ/mol

=====

No. 3
Entry from OMol25: the ion C30H31N2O2S with charge +1 (wB97M-V/def2-TZVPD).

Structure (ORCA input):
```
! wB97M-V def2-TZVPD RIJCOSX def2/J DEFGRID3
* xyz 1 1
S -2.995 -2.235 -0.376
H -0.404 -3.172 1.198
H 2.706 4.298 -1.285
C -1.835 5.689 3.379
O -0.825 4.648 3.320
H 2.249 -4.750 1.855
H -3.701 -2.377 1.950
C -0.078 1.156 2.560
C 2.266 0.226 -0.846
C 0.279 -3.127 0.345
H 0.628 -5.480 1.675
H -1.319 6.525 3.857
C -1.645 -0.789 -0.156
H -4.841 -1.294 1.033
C 4.189 1.800 -1.198
H 4.677 1.612 -0.224
H -3.498 -1.159 -2.513
H 1.992 -5.997 0.611
H -3.206 1.295 1.288
H -2.702 5.403 3.993
H -4.556 -2.570 -2.173
C 1.457 -2.701 -1.558
H -1.624 1.748 -1.162
C -0.326 -0.839 -0.865
C 0.840 0.281 -0.797
C 1.729 2.388 -1.247
C 3.597 -4.223 -2.612
C -2.250 2.931 2.291
H 1.783 -1.413 -3.311
C 1.522 -5.156 1.131
H 4.337 2.861 -1.456
C 1.899 -3.943 -1.004
H 0.717 0.433 2.797
C -4.254 -2.227 1.014
H -0.627 -0.819 -1.967
C -0.700 2.325 -1.121
H 0.480 5.528 -1.198
C 2.981 -4.663 -1.436
C -0.720 3.698 -1.133
C -1.460 -0.625 1.318
N 1.157 -4.175 0.151
C -1.198 0.773 1.793
N 2.778 1.470 -1.141
H -3.102 3.588 2.212
C 3.159 -3.051 -3.269
H -2.166 6.005 2.379
C -2.291 1.644 1.729
C 1.752 3.776 -1.271
C 0.535 1.659 -1.037
C 2.089 -2.307 -2.754
H 2.933 -0.634 -0.834
H 0.872 2.799 3.637
H 4.730 1.177 -1.941
C -4.114 -1.651 -1.747
H 3.684 -2.748 -4.171
C -1.073 3.368 2.919
H -4.904 -0.974 -1.372
C 0.425 -2.135 -0.655
H 3.307 -5.530 -0.872
C 0.498 4.419 -1.200
C -0.004 2.437 3.090
O -1.356 -1.578 2.085
H -2.338 0.044 -0.445
H -1.635 4.246 -1.077
H -4.918 -3.099 0.835
H 4.419 -4.813 -3.020
*
```

## Properties
- Electronic energy: -49515.0077 eV
- F_max: 4.02 eV Å⁻¹
- HOMO-LUMO gap: 7.0 eV

=====

No. 4
Entry from OMol25: a structure of composition C2H3BeF8N4O18S8 (wB97M-V/def2-TZVPD).

Structure (ORCA input):
```
! wB97M-V def2-TZVPD RIJCOSX def2/J DEFGRID3
* xyz -3 1
H -4.622 1.733 -1.067
O 2.028 3.125 2.552
O 2.765 -0.127 -3.250
S -1.146 -2.543 -3.057
F -2.148 -2.065 2.603
S 2.842 -1.797 -0.874
S -1.734 -3.925 -1.245
N -0.922 -2.509 -1.499
F 1.602 1.473 -2.059
O 2.087 -1.610 3.367
F 1.899 0.211 1.916
F -0.026 3.831 -1.152
O 2.727 -2.672 -2.022
S 1.107 -0.604 3.022
O 2.215 5.566 2.333
H -3.626 2.649 -2.183
N 0.244 4.577 0.986
F -1.548 -3.939 0.367
O -1.100 -5.156 -1.614
O 3.793 1.126 -1.327
S -0.690 -2.113 3.273
O 0.866 0.457 3.977
O -2.575 0.737 0.345
O -0.354 -3.478 3.030
F 0.369 4.624 3.393
N -0.025 -1.103 2.092
O -2.497 -2.393 -3.528
S 2.713 0.340 -1.874
O -1.770 0.754 -1.697
F -0.501 -1.109 -3.369
O -0.222 -3.418 -3.787
O -3.188 -3.819 -1.205
N 1.853 -0.445 -0.815
C -3.643 2.198 -1.191
O 2.153 3.600 -0.376
O 4.138 -1.649 -0.285
C -2.554 1.186 -0.827
H -3.618 3.053 -0.513
Be -0.436 -0.623 -0.167
S 1.407 4.375 2.169
O -0.996 -1.578 4.573
O 0.309 2.145 0.525
S 0.821 3.459 0.167
F 2.002 -2.544 0.295
*
```

## Properties
- Electronic energy: -153756.4576 eV
- F_max: 8.81 eV Å⁻¹
- HOMO-LUMO gap: 8.2 eV
- Energy above the lowest of the compared OMol25 structures with the same formula, charge and spin: 407.9 kJ/mol

=====

No. 5
Entry from OMol25: a structure of composition C30H29N2PPd (wB97M-V/def2-TZVPD).

Structure (ORCA input):
```
! wB97M-V def2-TZVPD RIJCOSX def2/J DEFGRID3
* xyz 2 1
C 1.996 -2.497 0.282
H 5.137 -3.061 -0.857
Pd 0.135 -0.184 0.293
H -0.774 2.067 4.197
C 1.660 1.834 0.086
H -2.204 -1.272 1.908
H 1.492 -2.137 2.345
H 3.827 -2.246 3.137
H -1.365 2.357 1.566
H 2.822 -3.034 -1.642
C -1.664 -4.553 0.305
C -1.513 -2.339 -2.206
C 2.277 1.141 1.121
H 5.654 -2.691 1.528
C -1.876 -2.175 -3.531
C -0.177 -2.202 -1.813
H 0.171 0.618 4.534
H 3.319 0.866 1.032
C -4.091 -0.822 1.022
H -2.434 -3.834 0.063
C -2.724 -0.802 1.086
N -1.960 -0.205 0.150
H -0.114 2.904 -0.505
H 1.152 -1.406 -4.828
H -2.912 -2.295 -3.824
H -1.368 0.504 3.667
H -6.662 -0.616 0.547
C 2.296 -2.308 1.637
H -1.348 -7.824 1.100
N -6.085 -0.197 -0.161
C -4.747 -0.199 -0.060
C -0.914 -1.858 -4.482
H -4.659 -1.309 1.806
C -3.932 0.415 -1.032
C -0.318 -4.178 0.379
H -1.195 -1.745 -5.521
C -2.572 0.388 -0.891
C 0.257 1.296 2.490
P 0.220 -2.516 -0.068
C -2.027 -5.864 0.553
H -2.279 -2.566 -1.476
C 0.647 -5.107 0.777
H 1.019 -7.142 1.309
C -1.060 -6.799 0.905
C 0.772 -1.824 -2.764
H 2.096 0.415 3.143
C 3.603 -2.376 2.085
C -0.356 1.988 1.435
C -0.464 1.102 3.795
C 4.629 -2.627 1.181
C 0.339 2.272 0.246
H 1.796 -1.634 -2.484
H 2.222 2.122 -0.792
C 3.027 -2.792 -0.611
C 0.402 -1.669 -4.093
H -3.066 -6.157 0.477
C 4.339 -2.836 -0.160
H -1.934 0.853 -1.628
H -4.375 0.914 -1.886
C 1.581 0.890 2.317
C 0.268 -6.418 1.022
H 1.686 -4.829 0.874
H -6.550 0.264 -0.924
*
```

## Properties
- Electronic energy: -47315.5456 eV
- F_max: 2.23 eV Å⁻¹
- HOMO-LUMO gap (alpha / beta): 6.4 / 6.4 eV
- Energy above the lowest of the compared OMol25 structures with the same formula, charge and spin: 78.7 kJ/mol

=====

No. 6
Entry from OMol25: a structure of composition C3H3Cl3 (wB97M-V/def2-TZVPD).

Structure (ORCA input):
```
! wB97M-V def2-TZVPD RIJCOSX def2/J DEFGRID3
* xyz 0 1
Cl 0.888 2.040 0.024
C 0.375 -1.385 0.232
C -0.514 0.998 0.202
C -0.004 -0.287 -0.341
H -1.400 1.323 -0.472
H 0.234 -1.497 1.268
H 0.755 -2.100 -0.374
Cl -0.963 0.887 1.971
Cl 0.630 0.021 -2.510
*
```

## Properties
- Electronic energy: -40724.4035 eV
- F_max: 3.70 eV Å⁻¹
- HOMO-LUMO gap: 9.5 eV
- Energy above the lowest of the compared OMol25 structures with the same formula, charge and spin: 183.8 kJ/mol

=====

No. 7
Entry from OMol25: a cluster of 4 separate species, C2H14NO3 in total (wB97M-V/def2-TZVPD).

Structure (ORCA input):
```
! wB97M-V def2-TZVPD RIJCOSX def2/J DEFGRID3
* xyz 1 1
O 1.558 -1.414 -2.046
H -2.586 -3.047 -0.258
H 0.203 -0.194 -0.752
O -0.114 1.572 1.860
H 1.598 3.943 1.238
H -0.529 0.299 0.809
H -0.841 -3.078 -0.573
H -1.477 -2.690 1.036
H 2.379 -1.705 -2.458
H -0.875 2.074 2.176
H 1.527 3.822 -0.261
N -0.357 -0.436 0.066
C -1.676 -1.087 -0.345
H 0.869 -1.847 -2.562
H -2.392 -0.534 0.261
O 1.720 3.313 0.516
H -1.911 -0.866 -1.383
H 0.398 2.186 1.306
C -1.634 -2.567 -0.039
H 0.177 -1.114 0.610
*
```

## Properties
- Electronic energy: -9928.0380 eV
- F_max: 1.26 eV Å⁻¹
- HOMO-LUMO gap: 12.7 eV
- Energy above the lowest of the compared OMol25 structures with the same formula, charge and spin: 39.3 kJ/mol

=====

No. 8
Entry from OMol25: an isolated molecule of C3H5BrO2 (wB97M-V/def2-TZVPD).

Structure (ORCA input):
```
! wB97M-V def2-TZVPD RIJCOSX def2/J DEFGRID3
* xyz 0 1
H -1.196 0.607 -1.613
C 0.312 -1.039 0.271
H -1.073 2.012 -0.481
Br 2.750 0.212 0.199
H 0.471 -1.769 1.126
O 1.805 -1.081 -0.567
H -0.249 -1.480 -0.485
O -1.694 0.264 0.453
C -1.061 0.989 -0.545
H 0.175 0.960 1.196
C -0.241 0.327 0.448
*
```

## Properties
- Electronic energy: -77325.3168 eV
- SMILES: BrOC[C@H]1CO1
- F_max: 4.05 eV Å⁻¹
- HOMO-LUMO gap: 9.7 eV
- Energy above the lowest of the compared OMol25 structures with the same formula, charge and spin: 383.0 kJ/mol

=====

No. 9
Entry from OMol25: a structure of composition C15H11F6I2N3O5RhS2 (wB97M-V/def2-TZVPD).

Structure (ORCA input):
```
! wB97M-V def2-TZVPD RIJCOSX def2/J DEFGRID3
* xyz 1 5
C 7.430 9.624 5.237
C 4.887 14.727 7.464
C 8.098 7.242 5.576
F 11.774 11.974 8.114
F 8.723 9.101 10.087
I 9.598 5.842 5.475
C 7.528 9.138 9.523
C 10.535 11.536 8.067
O 5.147 10.006 5.594
O 5.932 10.742 8.416
H 8.348 13.743 4.752
N 5.586 13.923 6.676
C 8.382 8.646 5.286
C 6.372 16.471 7.162
H 6.455 5.764 5.905
H 6.735 13.429 4.194
H 8.765 11.121 4.450
H 7.193 11.350 3.852
S 9.408 12.217 9.347
H 9.378 8.984 5.060
C 6.667 14.372 6.076
C 6.742 6.832 5.800
H 8.026 12.077 6.467
F 10.624 10.175 8.147
Rh 5.305 11.784 6.644
H 3.988 14.341 7.874
F 6.650 8.449 10.305
N 7.350 12.106 5.700
O 9.542 13.614 9.177
C 5.792 7.804 5.800
C 7.366 13.419 5.093
S 6.983 10.844 9.381
C 7.739 11.019 4.819
N 8.029 11.717 8.709
F 7.563 8.575 8.319
H 4.793 16.553 8.582
H 6.640 17.517 7.178
F 10.053 11.785 6.785
H 7.963 16.019 5.870
O 9.770 11.593 10.592
I 3.821 7.378 6.396
O 6.615 11.155 10.717
C 5.323 15.979 7.841
C 6.084 9.218 5.558
C 7.037 15.670 6.250
*
```

## Properties
- Electronic energy: -87615.7185 eV
- F_max: 3.67 eV Å⁻¹
- HOMO-LUMO gap (alpha / beta): 8.7 / 6.0 eV

=====

No. 10
Entry from OMol25: a cluster of 2 separate species, CH2N2O3S in total (wB97M-V/def2-TZVPD).

Structure (ORCA input):
```
! wB97M-V def2-TZVPD RIJCOSX def2/J DEFGRID3
* xyz 0 1
S 1.222 -0.182 0.081
O 1.046 1.210 -0.300
N -1.708 0.674 0.578
H -0.356 -1.864 1.089
O 0.127 -1.009 -0.817
H -1.030 1.486 -1.140
O 2.489 -0.840 0.154
N -1.547 1.462 -0.223
C -0.242 -0.937 0.579
*
```

## Properties
- Electronic energy: -21021.2166 eV
- F_max: 2.99 eV Å⁻¹
- HOMO-LUMO gap (alpha / beta): 8.4 / 8.2 eV
- Energy above the lowest of the compared OMol25 structures with the same formula, charge and spin: 502.4 kJ/mol

=====

No. 11
Entry from OMol25: a structure of composition C2H42CaO21 (wB97M-V/def2-TZVPD).

Structure (ORCA input):
```
! wB97M-V def2-TZVPD RIJCOSX def2/J DEFGRID3
* xyz 0 1
O 3.363 -2.188 0.574
H -2.283 1.578 -0.502
O -3.474 -0.729 2.107
H -0.281 -1.415 -2.400
O -3.122 2.084 -0.338
O -0.899 0.792 -1.141
O 0.159 0.882 3.221
O 3.252 2.455 -0.904
O -0.873 3.215 1.235
H 2.948 -2.605 -2.384
O -2.899 1.874 2.577
H -1.139 0.760 0.697
O -0.761 -1.722 -3.155
O -3.170 -1.430 -2.256
H -0.501 -3.782 -1.220
C 0.441 -0.677 0.119
O 1.798 2.550 1.741
H -0.649 -1.727 2.068
H 0.474 1.544 2.622
H 0.477 0.957 4.161
H -1.701 3.477 -1.898
H -1.421 -2.409 -0.169
H -1.764 1.080 -2.852
H -2.357 -3.453 0.489
H 2.927 -1.356 0.576
H -2.815 -1.431 2.267
O -1.016 -2.303 2.717
H -1.360 -3.130 2.355
H -3.693 1.817 -1.085
H 2.827 -0.577 2.238
O 2.190 -0.909 -2.546
H 0.391 -0.996 1.125
H -1.363 3.828 0.668
O 1.541 0.169 -0.136
Ca 0.642 2.324 -0.550
C -0.958 -0.007 -0.025
H -0.660 4.437 -2.397
O 0.210 -3.929 -1.848
H 2.907 -0.354 -2.821
H 3.658 3.172 -1.375
H -3.071 1.224 -3.374
O -0.885 3.910 -1.589
O 3.070 -3.468 -1.998
H -1.679 -1.650 -2.890
H 1.972 -0.469 -1.683
H -0.862 3.751 2.026
O 2.327 -0.942 3.025
H -2.842 0.927 2.376
H -3.024 -2.219 -1.771
H 2.722 -3.323 -1.144
H 0.557 -1.533 -0.564
H 0.169 -3.190 -2.485
O -2.013 -3.117 -0.351
H 4.593 1.147 1.242
O -2.163 1.397 -3.682
H -2.183 2.227 1.925
H -4.155 -0.858 2.752
H -1.740 -0.743 -0.191
O 3.813 0.672 1.386
H -2.964 -0.802 -1.598
H 1.442 -0.560 3.007
H 4.201 -2.109 0.969
H 2.028 3.479 1.767
H 2.674 2.132 1.761
H 3.216 0.569 0.620
H 3.767 1.704 -1.120
*
```

## Properties
- Electronic energy: -64193.1699 eV
- F_max: 3.15 eV Å⁻¹
- HOMO-LUMO gap: 7.0 eV
- Energy above the lowest of the compared OMol25 structures with the same formula, charge and spin: 128.9 kJ/mol

=====

What is the formula in the eighth record?
C3H5BrO2

=====

What is the formula in the second record?
C3H2Br2P2

=====

Please write out number 3 again, unchanged.
Entry from OMol25: the ion C30H31N2O2S with charge +1 (wB97M-V/def2-TZVPD).

Structure (ORCA input):
```
! wB97M-V def2-TZVPD RIJCOSX def2/J DEFGRID3
* xyz 1 1
S -2.995 -2.235 -0.376
H -0.404 -3.172 1.198
H 2.706 4.298 -1.285
C -1.835 5.689 3.379
O -0.825 4.648 3.320
H 2.249 -4.750 1.855
H -3.701 -2.377 1.950
C -0.078 1.156 2.560
C 2.266 0.226 -0.846
C 0.279 -3.127 0.345
H 0.628 -5.480 1.675
H -1.319 6.525 3.857
C -1.645 -0.789 -0.156
H -4.841 -1.294 1.033
C 4.189 1.800 -1.198
H 4.677 1.612 -0.224
H -3.498 -1.159 -2.513
H 1.992 -5.997 0.611
H -3.206 1.295 1.288
H -2.702 5.403 3.993
H -4.556 -2.570 -2.173
C 1.457 -2.701 -1.558
H -1.624 1.748 -1.162
C -0.326 -0.839 -0.865
C 0.840 0.281 -0.797
C 1.729 2.388 -1.247
C 3.597 -4.223 -2.612
C -2.250 2.931 2.291
H 1.783 -1.413 -3.311
C 1.522 -5.156 1.131
H 4.337 2.861 -1.456
C 1.899 -3.943 -1.004
H 0.717 0.433 2.797
C -4.254 -2.227 1.014
H -0.627 -0.819 -1.967
C -0.700 2.325 -1.121
H 0.480 5.528 -1.198
C 2.981 -4.663 -1.436
C -0.720 3.698 -1.133
C -1.460 -0.625 1.318
N 1.157 -4.175 0.151
C -1.198 0.773 1.793
N 2.778 1.470 -1.141
H -3.102 3.588 2.212
C 3.159 -3.051 -3.269
H -2.166 6.005 2.379
C -2.291 1.644 1.729
C 1.752 3.776 -1.271
C 0.535 1.659 -1.037
C 2.089 -2.307 -2.754
H 2.933 -0.634 -0.834
H 0.872 2.799 3.637
H 4.730 1.177 -1.941
C -4.114 -1.651 -1.747
H 3.684 -2.748 -4.171
C -1.073 3.368 2.919
H -4.904 -0.974 -1.372
C 0.425 -2.135 -0.655
H 3.307 -5.530 -0.872
C 0.498 4.419 -1.200
C -0.004 2.437 3.090
O -1.356 -1.578 2.085
H -2.338 0.044 -0.445
H -1.635 4.246 -1.077
H -4.918 -3.099 0.835
H 4.419 -4.813 -3.020
*
```

## Properties
- Electronic energy: -49515.0077 eV
- F_max: 4.02 eV Å⁻¹
- HOMO-LUMO gap: 7.0 eV